168
Properties=species:S:1:pos:R:3 method="wB97M-V/def2-TZVPD" relative_energy_kcal_mol=143.04 e_tot_ha=-2720.56139 fmax_ev_per_a=4.436 gap_ev=9.914
O 1.28 -15.47 -19.79
O -3.72 -12.13 -20.36
O 2.19 -11.40 -26.36
O 2.28 -7.29 -23.92
O -0.21 -6.01 -15.05
O 6.62 -8.82 -16.78
O -1.97 -5.82 -23.14
O 1.07 -8.79 -21.41
O 0.82 -8.69 -14.70
O 2.61 -10.73 -15.12
O 7.31 -12.97 -20.55
O 2.73 -4.40 -21.62
O 4.90 -6.21 -22.97
O -4.24 -5.86 -18.96
C 3.96 -4.25 -19.59
C -0.03 -10.71 -25.78
C 6.43 -11.93 -21.08
C 1.18 -6.89 -26.00
C -1.65 -8.02 -23.65
C 0.71 -5.12 -15.58
C -1.18 -9.46 -15.72
C -3.64 -5.19 -20.06
C 6.27 -10.80 -19.93
C 1.42 -10.81 -25.36
C 2.02 -13.36 -20.45
C 1.53 -12.08 -16.71
C 0.90 -5.63 -17.02
C -0.39 -9.42 -14.45
C -3.77 -3.73 -19.70
C -1.10 -9.04 -13.19
C 0.29 -3.60 -15.47
C 1.42 -9.27 -20.12
C -2.23 -5.65 -20.11
C 5.18 -8.29 -15.00
C 2.71 -11.97 -15.71
C 2.61 -4.20 -20.21
C 7.17 -11.51 -22.36
C -3.14 -6.48 -24.95
C 1.95 -2.92 -19.77
C 0.69 -8.47 -19.07
C 1.63 -14.77 -20.95
C -1.83 -12.98 -21.61
C 3.62 -7.72 -25.89
C 2.47 -6.88 -25.26
C 6.55 -5.39 -21.56
C 5.70 -6.61 -21.87
C 2.81 -15.47 -21.58
C 5.34 -6.91 -17.11
C 4.02 -12.02 -16.51
C 6.10 -7.73 -16.00
C -2.34 -10.48 -21.16
C -2.71 -6.88 -23.56
C 2.98 -9.00 -20.00
C -2.40 -11.89 -20.65
C 6.49 -7.85 -22.22
C 1.61 -11.52 -24.08
H 0.55 -12.30 -16.28
H 1.73 -9.79 -25.11
H -4.22 -12.34 -21.15
H -1.81 -5.59 -19.10
H 1.91 -5.35 -17.35
H 2.69 -11.53 -23.95
H 3.75 -15.29 -21.06
H 1.40 -11.14 -17.25
H 2.27 -10.78 -27.09
H 5.61 -11.05 -19.10
H 6.07 -4.41 -21.55
H 6.68 -10.66 -22.84
H -2.65 -5.25 -22.78
H -0.77 -12.90 -21.84
H 3.35 -7.97 -20.06
H 2.47 -13.39 -19.46
H -2.94 -3.24 -19.20
H 1.48 -9.31 -15.00
H -0.22 -9.88 -26.47
H -3.97 -3.17 -20.62
H 3.88 -11.46 -17.44
H -2.15 -6.68 -20.45
H 5.17 -6.74 -20.92
H 0.79 -14.73 -21.65
H 3.14 -7.16 -23.52
H 1.15 -10.96 -23.27
H 7.09 -12.33 -23.08
H 1.09 -7.46 -19.10
H -1.66 -4.89 -20.64
H -0.54 -9.26 -12.28
H 4.60 -7.46 -14.60
H 1.76 -12.88 -17.41
H 1.17 -3.08 -15.86
H 5.44 -12.31 -21.35
H 2.67 -16.54 -21.71
H -0.57 -9.85 -16.54
H 0.96 -8.98 -18.14
H 7.42 -8.04 -21.70
H 4.90 -5.98 -16.76
H 2.99 -15.03 -22.56
H 1.85 -4.66 -21.90
H 8.18 -12.55 -20.56
H -3.50 -7.30 -25.57
H 1.01 -6.71 -17.00
H -2.30 -6.34 -25.63
H -2.01 -9.00 -23.95
H -1.42 -10.33 -21.72
H 0.21 -3.28 -14.43
H 4.24 -13.00 -16.93
H 0.74 -16.23 -20.04
H 7.42 -5.22 -22.18
H -1.33 -7.97 -13.25
H 2.07 -5.01 -19.70
H 1.39 -10.35 -20.18
H 1.13 -2.71 -20.46
H 0.22 -6.85 -14.88
H 6.04 -6.61 -17.89
H 6.97 -5.60 -20.57
H -0.19 -10.48 -14.29
H -3.52 -7.23 -22.92
H 1.64 -5.38 -15.08
H 1.79 -8.74 -22.05
H 6.95 -7.21 -15.56
H 4.65 -7.65 -25.55
H -4.25 -5.51 -20.90
H 5.77 -8.69 -14.18
H 0.45 -6.13 -25.71
H 3.64 -7.60 -26.98
H -1.92 -9.74 -13.06
H 0.68 -7.84 -26.18
H 4.72 -7.58 -17.70
H 3.47 -10.34 -15.30
H 4.47 -9.06 -15.29
H 2.78 -5.84 -25.33
H 5.85 -9.83 -20.22
H -1.48 -8.42 -15.87
H -3.90 -5.70 -24.90
H -0.38 -8.64 -19.25
H 1.30 -12.56 -24.00
H 6.71 -7.84 -23.29
H 3.39 -9.36 -19.05
H 4.60 -3.42 -19.90
H -2.10 -13.88 -21.04
H 3.94 -4.29 -18.50
H 1.14 -12.81 -20.11
H -3.13 -10.45 -21.91
H -1.95 -10.21 -15.59
H 1.48 -6.61 -27.01
H -0.86 -7.83 -24.38
H -0.68 -10.42 -24.96
H 7.27 -10.61 -19.55
H 1.59 -3.10 -18.76
H 3.42 -8.79 -25.82
H -1.14 -8.05 -22.69
H -2.52 -9.63 -20.49
H -1.77 -11.95 -19.76
H 2.67 -12.75 -14.95
H 4.81 -11.54 -15.94
H -0.62 -3.36 -16.01
H 4.39 -5.22 -19.82
H 5.90 -8.76 -22.15
H -3.96 -5.55 -18.09
H -4.64 -3.49 -19.08
H 4.37 -5.46 -22.68
H 3.57 -9.58 -20.71
H 2.54 -2.04 -19.51
H 8.18 -11.15 -22.16
H 0.15 -5.32 -17.75
H 7.09 -9.43 -16.21
H 2.55 -12.69 -21.13
H -0.46 -11.60 -26.23
H -2.36 -12.91 -22.56